ORCA calculation (ωB97M-V/def2-TZVPD) on a structure of composition C2F2I2O at a distorted geometry.

Computed properties:
Gap between HOMO and LUMO (spin up / spin down), Eh: 0.2808 / 0.2735
Energy above the lowest of the compared OMol25 structures with the same formula, charge and spin, kcal/mol: 62.5
LUMO level (spin up / spin down), eV: -0.9427 / -1.3915

Geometry (Å):
1 C -1.4076 0.3886 0.4718
2 C 1.2044 0.1821 -0.2933
3 O -2.1806 -0.4414 0.6926
4 F 1.1996 -0.2454 -1.5540
5 F 1.6587 -0.7985 0.4891
6 I -1.5519 2.4766 0.3933
7 I 2.0559 2.0510 0.0357

ORCA calculation (ωB97M-V/def2-TZVPD) on a cluster of 3 separate species, C26H43N5O8PSSi in total at a distorted geometry.

Computed properties:
Gap between HOMO and LUMO, Eh: 0.3140
Net charge: +1
LUMO level, eV: -2.8316

Geometry (Å):
1 C -4.1946 -2.4504 1.6063
2 C -2.8601 -3.2752 2.0765
3 C -3.0614 -4.9379 2.0552
4 N -1.6757 -2.8114 2.5371
5 C -0.9646 -1.8416 1.6482
6 P -1.0801 -1.8656 -0.2379
7 O -2.5753 -1.3857 -0.9581
8 O 0.1925 -0.9446 -1.0690
9 S -0.7755 -3.7409 -0.8058
10 C 0.6862 -2.0817 1.8459
11 N 1.3113 -0.6714 1.7743
12 N 2.4258 -0.4900 0.9748
13 C 0.2508 0.4502 1.8302
14 C 1.0451 1.5826 2.7077
15 C 0.4468 3.1263 2.5123
16 O 0.5419 3.4962 1.0951
17 Si 0.1866 5.1875 0.8023
18 C -0.9159 6.0443 2.1298
19 C 1.7230 6.3072 0.4844
20 C -0.8462 5.2340 -0.8677
21 C -0.9896 -0.3932 2.4821
22 C -2.4062 0.3000 2.8716
23 C -2.2700 1.3387 4.1780
24 O -2.9862 2.6033 3.9555
25 H -4.8502 -2.3186 2.5973
26 H -4.9024 -3.0766 0.8769
27 H -4.0057 -1.3676 1.2097
28 H -2.2668 -5.4806 2.7178
29 H -4.1202 -5.0983 2.5860
30 H -3.1864 -5.3614 0.9717
31 H -2.7368 -2.0643 -1.6932
32 H 0.8884 -1.5621 -1.4376
33 H 1.0533 -2.5548 2.8502
34 H 1.2493 -2.6768 1.0048
35 H 1.6925 -0.5900 2.7647
36 H 3.2072 -0.1307 1.5966
37 H 2.1930 0.3629 0.3814
38 H -0.1203 0.8448 0.7909
39 H 2.2023 1.6874 2.4350
40 H 1.0294 1.2451 3.8418
41 H 1.1213 3.8838 3.1407
42 H -0.6373 3.2147 2.9353
43 H -1.7673 6.6487 1.5534
44 H -0.2368 6.8910 2.6268
45 H -1.3631 5.3257 2.9394
46 H 1.9459 6.4251 -0.6818
47 H 2.6464 5.8912 1.0725
48 H 1.4534 7.3836 0.9249
49 H -0.5897 6.2154 -1.4981
50 H -2.0017 5.1789 -0.5976
51 H -0.5318 4.2565 -1.4584
52 H -0.5660 -0.7018 3.5556
53 H -3.0942 -0.5745 3.3086
54 H -2.9390 0.8001 1.9510
55 H -1.1363 1.5709 4.4458
56 H -2.7135 0.8256 5.1521
57 H -2.5097 3.3017 4.5275
58 C 6.5650 -2.7253 -2.2653
59 C 7.8622 -2.5360 -1.7861
60 C 8.0704 -1.8862 -0.5680
61 C 6.9670 -1.4320 0.1676
62 C 5.6641 -1.6139 -0.3148
63 C 5.4686 -2.2626 -1.5357
64 N 7.1780 -0.7708 1.4610
65 O 8.3465 -0.6118 1.8445
66 O 6.1762 -0.4134 2.0970
67 H 6.4075 -3.2375 -3.2129
68 H 8.7118 -2.8981 -2.3612
69 H 9.0874 -1.7465 -0.2082
70 H 4.7990 -1.2620 0.2433
71 H 4.4608 -2.4114 -1.9173
72 C -3.0337 -0.7120 -7.6503
73 C -2.1817 -0.8422 -6.5525
74 C -2.6434 -1.4325 -5.3744
75 C -3.9649 -1.8951 -5.3081
76 C -4.8246 -1.7587 -6.4061
77 C -4.3523 -1.1641 -7.5779
78 N -4.4486 -2.5395 -4.0812
79 O -3.6634 -2.6244 -3.1252
80 O -5.6125 -2.9654 -4.0729
81 H -2.6674 -0.2562 -8.5687
82 H -1.1557 -0.4861 -6.6162
83 H -1.9669 -1.5267 -4.5277
84 H -5.8540 -2.1088 -6.3666
85 H -5.0111 -1.0564 -8.4368

ORCA calculation (ωB97M-V/def2-TZVPD) on a cluster of 2 separate species, C9H14O in total at a distorted geometry.

Computed properties:
Gap between HOMO and LUMO, Eh: 0.3538
Energy above the lowest of the compared OMol25 structures with the same formula, charge and spin, kcal/mol: 15.3
SMILES: Cc1ccc(O)cc1.CC
LUMO level, eV: 0.8685

Geometry (Å):
1 C 0.4311 1.2156 3.0479
2 C 0.0167 1.1680 1.6032
3 C 0.7591 1.9009 0.6622
4 C 0.3483 1.9858 -0.6459
5 C -0.8035 1.2885 -1.0076
6 O -1.2631 1.4438 -2.3173
7 C -1.5421 0.4944 -0.1606
8 C -1.0311 0.4020 1.1385
9 H 1.4765 1.5235 3.1022
10 H 0.4433 0.2422 3.5525
11 H -0.2248 1.8373 3.6569
12 H 1.6228 2.4256 1.0430
13 H 0.7657 2.6188 -1.4169
14 H -0.6877 1.0449 -2.9727
15 H -2.3883 -0.0809 -0.4778
16 H -1.6571 -0.0922 1.8726
17 C -0.2150 -2.4745 -0.9152
18 C 1.1055 -2.3856 -1.7199
19 H -0.7406 -1.5342 -1.0209
20 H -0.8238 -3.2683 -1.3449
21 H 0.0428 -2.7150 0.1026
22 H 1.9550 -2.3616 -1.0452
23 H 1.2013 -3.2011 -2.4266
24 H 1.2091 -1.4777 -2.3102

ORCA calculation (ωB97M-V/def2-TZVPD) on the ion C8H22FN3S with charge +2 at a distorted geometry.

Computed properties:
Gap between HOMO and LUMO, Eh: 0.4057
Net charge: +2
Energy above the lowest of the compared OMol25 structures with the same formula, charge and spin, kcal/mol: 0.0
SMILES: C[NH2+]C[C@@](C)(F)NC[C@H](CS)[NH2+]C
LUMO level, eV: -5.3744

Geometry (Å):
1 C -3.9159 -2.0503 0.8641
2 N -3.5087 -0.7666 0.1918
3 C -2.0360 -0.7206 -0.0098
4 C -1.5661 0.9573 -0.3754
5 C -2.3531 1.4337 -1.6405
6 F -2.0590 1.5934 0.8561
7 N -0.1445 0.9780 -0.5726
8 C 0.7337 0.6962 0.5271
9 C 2.1806 0.7076 0.0553
10 C 2.3051 -0.4290 -1.0828
11 S 2.0991 -2.0458 -0.2242
12 N 3.1276 0.3938 1.1307
13 C 4.4725 0.8383 0.7929
14 H -3.8696 -1.8479 1.9564
15 H -5.0068 -2.2153 0.6208
16 H -3.2605 -2.8747 0.5709
17 H -4.0552 -0.5794 -0.6951
18 H -3.7152 -0.0450 0.8938
19 H -1.6008 -0.8855 0.9206
20 H -1.5791 -1.3127 -0.7878
21 H -3.4712 1.5102 -1.6326
22 H -2.0664 0.6718 -2.3338
23 H -1.9125 2.3393 -1.9199
24 H 0.2279 1.7821 -1.0906
25 H 0.6012 -0.2605 0.9925
26 H 0.6897 1.3888 1.3049
27 H 2.5182 1.5667 -0.4611
28 H 1.6075 -0.3069 -1.8591
29 H 3.1898 -0.4346 -1.6833
30 H 3.1624 -2.5682 -0.7345
31 H 2.9706 -0.6687 1.1552
32 H 2.9955 0.7328 2.1268
33 H 4.6747 1.9513 0.5895
34 H 5.1917 0.6199 1.5882
35 H 4.7183 0.2601 -0.1825

ORCA calculation (ωB97M-V/def2-TZVPD) on a structure of composition C22H41N3OP2PtS.

Computed properties:
Gap between HOMO and LUMO, Eh: 0.3043
Net charge: +2
Energy above the lowest of the compared OMol25 structures with the same formula, charge and spin, kcal/mol: 3.4
LUMO level, eV: -5.8504

Geometry (Å):
1 Pt -1.1379 -0.4653 0.2722
2 C 1.9311 -1.7645 -0.7454
3 P 1.1335 -0.4356 0.1589
4 C 1.5827 1.0763 -0.7260
5 N 2.7800 1.1953 -1.2312
6 C 3.0885 2.3943 -1.7746
7 C 4.3652 2.5888 -2.3566
8 C 4.6751 3.8037 -2.8757
9 C 3.7406 4.8817 -2.8431
10 C 2.5119 4.7306 -2.2889
11 C 2.1537 3.4741 -1.7420
12 N 0.9183 3.3057 -1.2245
13 C 0.6302 2.1189 -0.7621
14 P -1.0724 1.7884 -0.1781
15 C -1.3545 3.0740 1.0474
16 C -2.2309 2.1792 -1.5960
17 C -2.1699 1.0388 -2.6221
18 C -3.6437 2.3359 -0.9877
19 C -1.8681 3.4894 -2.3019
20 C 1.9545 -0.2773 1.8274
21 C 3.4186 0.1485 1.6520
22 C 1.2071 0.7787 2.6468
23 C 1.8844 -1.6355 2.5329
24 H 2.9873 -1.5220 -0.8381
25 H 1.4870 -1.8317 -1.7386
26 H 1.7998 -2.7169 -0.2319
27 H 5.0691 1.7644 -2.3727
28 H 5.6533 3.9553 -3.3170
29 H 4.0137 5.8387 -3.2720
30 H 1.7964 5.5456 -2.2615
31 H -1.0526 4.0138 0.5848
32 H -0.7495 2.8947 1.9361
33 H -2.4038 3.1148 1.3385
34 H -2.4292 0.0683 -2.2013
35 H -1.1727 0.9579 -3.0648
36 H -2.8745 1.2507 -3.4330
37 H -3.8225 1.7141 -0.1107
38 H -4.4003 2.0980 -1.7418
39 H -3.8154 3.3655 -0.6681
40 H -0.9248 3.4272 -2.8381
41 H -1.8192 4.3364 -1.6152
42 H -2.6594 3.6974 -3.0305
43 H 3.5161 1.1308 1.1924
44 H 3.9907 -0.5666 1.0557
45 H 3.8805 0.1952 2.6426
46 H 1.2914 1.7704 2.1895
47 H 1.6539 0.8380 3.6429
48 H 0.1522 0.5347 2.7643
49 H 2.4113 -2.4181 1.9800
50 H 0.8512 -1.9558 2.6993
51 H 2.3653 -1.5467 3.5105
52 N -3.2641 -0.7397 0.4605
53 H -3.3772 -1.7100 0.1787
54 H -3.8480 -0.1790 -0.1449
55 H -3.6233 -0.6460 1.4043
56 C 0.0158 -6.2271 1.0714
57 C -0.7905 -5.1535 0.3391
58 S -0.7640 -3.6302 1.2747
59 O -1.2733 -2.5754 0.2519
60 C -2.1205 -3.8897 2.4255
61 C -3.4347 -4.3327 1.7847
62 H -0.0171 -7.1501 0.4931
63 H -0.3925 -6.4473 2.0608
64 H 1.0606 -5.9386 1.1860
65 H -1.8270 -5.4426 0.1788
66 H -0.3522 -4.8790 -0.6213
67 H -2.1985 -2.9131 2.9084
68 H -1.7498 -4.5935 3.1769
69 H -3.5590 -3.9183 0.7818
70 H -4.2733 -3.9966 2.3952
71 H -3.5045 -5.4159 1.7114

ORCA calculation (ωB97M-V/def2-TZVPD) on the ion C5H11N2S with charge +1 at a distorted geometry.

Computed properties:
Gap between HOMO and LUMO, Eh: 0.3863
Net charge: +1
Energy above the lowest of the compared OMol25 structures with the same formula, charge and spin, kcal/mol: 50.5
SMILES: C[NH2+][C@@]1(C)N=CCS1
LUMO level, eV: -3.5898

Geometry (Å):
1 C -1.3739 1.4799 -0.7069
2 N -1.4027 0.1805 0.0012
3 C 0.1510 -0.5538 0.6090
4 C -0.5302 -1.5878 1.4349
5 N 0.5668 -1.0617 -0.5719
6 C 1.5535 -0.5445 -1.1182
7 C 2.1400 0.6119 -0.4337
8 S 1.1333 0.7635 1.1309
9 H -2.2299 2.1347 -0.4813
10 H -0.4540 1.9746 -0.4500
11 H -1.3285 1.2967 -1.7676
12 H -2.1179 -0.4012 -0.4337
13 H -1.6761 0.3535 0.9986
14 H 0.3203 -2.1126 1.9604
15 H -1.1361 -2.3394 0.8023
16 H -1.1009 -1.2350 2.3066
17 H 2.0330 -0.7398 -2.1151
18 H 3.1246 0.3084 -0.1648
19 H 2.3277 1.4720 -1.0007

ORCA calculation (ωB97M-V/def2-TZVPD) on a cluster of 8 separate species, C21H53BrN2O12 in total at a distorted geometry.

Computed properties:
Gap between HOMO and LUMO, Eh: 0.3583
Energy above the lowest of the compared OMol25 structures with the same formula, charge and spin, kcal/mol: 3.2
SMILES: CC(=O)N(C)[C@](Br)(CC(=O)O)OC(N)=O.CCO.CCO.CCO.CCO.CCO.CCO.CCO
LUMO level, eV: 0.4930

Geometry (Å):
1 C -0.8957 3.1450 0.9469
2 C -1.3265 1.9039 1.6886
3 O -1.0557 1.7346 2.8453
4 N -2.0480 0.8793 0.9614
5 C -1.3408 0.5386 -0.2908
6 C -3.4781 1.0764 0.8045
7 Br -4.1516 2.5946 1.9004
8 C -4.1863 -0.1827 1.3265
9 C -5.6952 -0.0790 1.3297
10 O -6.3732 -0.0972 0.3423
11 O -6.2534 -0.0091 2.5866
12 O -3.8088 1.2521 -0.5646
13 C -4.2818 2.4472 -1.0485
14 N -5.6271 2.4567 -1.2909
15 O -3.5133 3.3271 -1.3556
16 H -1.3888 3.2657 -0.0169
17 H 0.1870 3.1376 0.7963
18 H -1.1374 3.9978 1.5852
19 H -0.2943 0.3710 -0.0352
20 H -1.3964 1.3176 -1.0527
21 H -1.7255 -0.4142 -0.6489
22 H -3.8922 -0.9836 0.6397
23 H -3.8169 -0.3840 2.3300
24 H -6.3733 0.9158 2.8436
25 H -6.2138 2.2360 -0.4961
26 H -5.8899 3.3504 -1.6891
27 C 1.1296 -4.2711 -0.4084
28 C -0.0174 -3.4719 0.1684
29 O -0.3229 -2.3421 -0.6513
30 H 2.0180 -3.6463 -0.5030
31 H 1.3770 -5.1214 0.2277
32 H 0.8716 -4.6364 -1.4038
33 H 0.2332 -3.0778 1.1531
34 H -0.9082 -4.1020 0.2693
35 H -0.5457 -2.6874 -1.5222
36 C 0.3309 -4.0059 -5.8743
37 C -0.1903 -4.9311 -4.7918
38 O -0.4186 -4.2408 -3.5634
39 H 1.2570 -3.5290 -5.5516
40 H 0.5226 -4.5538 -6.7975
41 H -0.3929 -3.2162 -6.0899
42 H 0.5387 -5.7075 -4.5661
43 H -1.1149 -5.4187 -5.1162
44 H -1.0749 -3.5570 -3.7347
45 C 3.8311 -0.7332 -2.5639
46 C 2.3974 -0.8432 -2.0823
47 O 1.7234 0.4164 -2.1255
48 H 4.3822 -0.0121 -1.9593
49 H 4.3414 -1.6954 -2.5076
50 H 3.8699 -0.3879 -3.6002
51 H 2.3596 -1.1719 -1.0458
52 H 1.8432 -1.5730 -2.6824
53 H 1.7280 0.7207 -3.0380
54 C -5.9867 7.0690 -1.5829
55 C -5.2317 6.8290 -0.2881
56 O -4.9285 5.4540 -0.0918
57 H -6.9140 6.4941 -1.5933
58 H -6.2306 8.1252 -1.7070
59 H -5.3892 6.7529 -2.4411
60 H -5.8350 7.1328 0.5669
61 H -4.3074 7.4169 -0.2744
62 H -4.3729 5.1437 -0.8197
63 C 2.4484 -2.7021 3.9639
64 C 2.5205 -4.1580 3.5482
65 O 3.2064 -4.3318 2.3087
66 H 1.9510 -2.1136 3.1906
67 H 1.9057 -2.5846 4.8995
68 H 3.4480 -2.2886 4.1044
69 H 1.5210 -4.5650 3.3953
70 H 3.0121 -4.7522 4.3262
71 H 4.1003 -3.9930 2.4155
72 C 2.5120 0.1156 8.4412
73 C 2.6312 -1.3270 7.9878
74 O 3.3583 -1.4482 6.7679
75 H 2.0264 0.7154 7.6714
76 H 1.9314 0.1902 9.3617
77 H 3.4996 0.5455 8.6246
78 H 1.6459 -1.7479 7.7913
79 H 3.1086 -1.9334 8.7651
80 H 4.2411 -1.0946 6.9149
81 C 5.7012 2.3416 -5.0553
82 C 6.5060 1.8983 -3.8479
83 O 6.8947 0.5308 -3.9336
84 H 4.8114 1.7207 -5.1659
85 H 5.3915 3.3831 -4.9595
86 H 6.2901 2.2430 -5.9703
87 H 5.9102 1.9836 -2.9402
88 H 7.3936 2.5292 -3.7301
89 H 7.4370 0.4238 -4.7209

ORCA calculation (ωB97M-V/def2-TZVPD) on a structure of composition C42H56BBrN2O5PRuS3Sb at a distorted geometry.

Computed properties:
Gap between HOMO and LUMO (spin up / spin down), Eh: 0.2908 / 0.2091
⟨S²⟩: 8.770
Net charge: +1
Energy above the lowest of the compared OMol25 structures with the same formula, charge and spin, kcal/mol: 24.0
LUMO level (spin up / spin down), eV: -2.6610 / -4.8687
Spin multiplicity: 6

Geometry (Å):
1 Ru -0.3826 -0.2044 0.3842
2 C 2.0870 -2.5441 0.1756
3 O 1.2948 -1.8078 1.1239
4 C 1.4568 -2.1309 2.4537
5 C 2.3255 -3.1022 2.9096
6 C 2.4746 -3.2865 4.2779
7 Br 3.6646 -4.6223 4.8844
8 C 1.7767 -2.5241 5.1864
9 C 0.8661 -1.5758 4.7229
10 C 0.7069 -1.3864 3.3561
11 O -0.1463 -0.4425 2.8239
12 C 0.1402 -0.7464 5.6963
13 N 0.6959 -0.1910 6.7286
14 C -0.3113 0.5264 7.3576
15 C -0.2618 1.3184 8.5032
16 C -1.4322 1.9253 8.9144
17 C -2.6362 1.7473 8.2166
18 C -2.7022 0.9650 7.0790
19 C -1.5179 0.3756 6.6594
20 N -1.2026 -0.4225 5.5709
21 H 3.1428 -2.4807 0.4323
22 H 1.9350 -2.0756 -0.7901
23 H 1.7674 -3.5846 0.1354
24 H 2.9005 -3.7161 2.2316
25 H 1.9119 -2.6500 6.2519
26 H -0.4813 0.1471 3.5205
27 H 0.6693 1.4427 9.0424
28 H -1.4304 2.5454 9.8023
29 H -3.5367 2.2238 8.5847
30 H -3.6354 0.8065 6.5547
31 H -1.8784 -0.9210 5.0129
32 S -3.7315 1.6016 -1.5409
33 Sb -2.6466 -0.2695 -2.1950
34 S -2.3383 -1.3986 0.0149
35 S -0.0884 0.5512 -2.0224
36 O -0.4001 1.9007 1.0126
37 P -1.0411 3.2385 1.4086
38 C 0.1716 4.0249 2.5571
39 C 0.9207 2.9567 3.4024
40 C 0.5946 3.0797 4.8889
41 C 1.0287 4.4489 5.4267
42 C 0.7010 5.5875 4.4343
43 C -0.3731 5.1607 3.4323
44 C -2.7084 2.9770 2.1169
45 C -2.7391 1.7802 3.0807
46 C -4.1554 1.6304 3.6387
47 C -4.5910 2.8724 4.4554
48 C -3.6612 4.0655 4.2230
49 C -3.3865 4.2304 2.7304
50 C -1.2974 4.1120 -0.1834
51 C 0.0258 4.5987 -0.7998
52 C 0.4191 6.0117 -0.3572
53 C -0.7278 7.0003 -0.5628
54 C -1.9645 6.5454 0.2089
55 C -2.4060 5.1634 -0.2664
56 H 0.8881 4.4560 1.8530
57 H 1.9968 3.0941 3.2706
58 H 0.6960 1.9592 3.0350
59 H 1.1021 2.2910 5.4472
60 H -0.4817 2.9431 5.0474
61 H 2.1029 4.4330 5.6201
62 H 0.5390 4.6249 6.3869
63 H 1.5996 5.8766 3.8814
64 H 0.3635 6.4714 4.9750
65 H -0.6592 6.0115 2.8114
66 H -1.2610 4.8445 3.9825
67 H -3.2550 2.6817 1.2191
68 H -2.0205 1.9263 3.9013
69 H -2.4636 0.8768 2.5468
70 H -4.2256 0.7270 4.2504
71 H -4.8287 1.4842 2.7902
72 H -4.6188 2.6445 5.5202
73 H -5.6076 3.1531 4.1736
74 H -2.7263 3.9250 4.7759
75 H -4.1222 4.9744 4.6119
76 H -2.7957 5.1317 2.5511
77 H -4.3480 4.3872 2.2338
78 H -1.6379 3.2354 -0.7429
79 H -0.0991 4.6007 -1.8873
80 H 0.8262 3.8855 -0.5793
81 H 1.2998 6.3295 -0.9184
82 H 0.6953 6.0218 0.7022
83 H -0.9716 7.0612 -1.6288
84 H -0.4231 7.9985 -0.2435
85 H -2.7820 7.2555 0.0717
86 H -1.7367 6.5202 1.2808
87 H -2.6897 5.2371 -1.3214
88 H -3.2972 4.8294 0.2696
89 C 5.1903 -5.4367 -3.2749
90 C 4.1523 -5.4715 -4.4077
91 C 4.7685 -4.8707 -5.6819
92 C 3.7964 -6.9327 -4.6920
93 C 2.9357 -4.6437 -3.9980
94 C 1.6515 -5.1874 -3.9214
95 C 0.5342 -4.4452 -3.5408
96 C 0.7496 -3.1268 -3.2293
97 O -0.1459 -2.1566 -2.8041
98 B 0.6169 -1.0102 -2.6226
99 O 1.9431 -1.2393 -2.9118
100 C 2.0145 -2.5702 -3.2975
101 C 3.1165 -3.2925 -3.6787
102 H 6.0370 -6.0800 -3.5247
103 H 4.7533 -5.7944 -2.3388
104 H 5.5735 -4.4269 -3.1122
105 H 5.6486 -5.4484 -5.9746
106 H 5.0789 -3.8339 -5.5338
107 H 4.0531 -4.9009 -6.5074
108 H 4.6941 -7.4590 -5.0194
109 H 3.0573 -7.0164 -5.4913
110 H 3.4173 -7.4373 -3.7998
111 H 1.4986 -6.2298 -4.1644
112 H -0.4547 -4.8836 -3.4959
113 H 4.0857 -2.8097 -3.7340

Sequential E output: -946.45065, -2920.60602, -426.54841, -979.69446, -2302.21024, -704.51002, -4418.27889, -6589.67005 hartree